[1]
Computed, not measured: a cluster of 2 separate species, CH4ClPS2 in total in a non-equilibrium geometry, with ωB97M-V/def2-TZVPD.

LUMO energy (alpha / beta): -0.72 / -0.08 eV
Total charge: 0
Energy relative to the best compared isomer or geometry (same formula, charge and spin): 103.30 kcal per mole

Each line ends with the Mulliken charge.
Element x y z (Å)
C1 0.735 -2.436 0.584  -0.5664
P1 0.462 1.804 -0.536  0.1141
S1 -0.561 1.498 -2.265  -0.1934
S2 -1.064 2.374 0.855  -0.2541
Cl1 0.017 -0.949 0.446  -0.0139
H1 0.309 -3.146 -0.054  0.2923
H2 1.760 -2.678 0.928  0.3093
H3 -1.594 0.864 -1.732  0.1324
H4 -0.064 2.670 1.774  0.1797

=====

[2]
Computed, not measured: a structure of composition CH4CsN2O in a non-equilibrium geometry, with ωB97M-V/def2-TZVPD.

LUMO energy: -3.37 eV
Total charge: +1
Energy relative to the best compared isomer or geometry (same formula, charge and spin): 89.65 kcal per mole

Each line ends with the Mulliken charge.
Element x y z (Å)
Cs1 16.927 16.102 4.397  0.8185
C1 18.993 14.043 5.465  0.9172
O1 18.101 14.820 5.276  -0.8671
N1 19.901 14.183 6.419  -0.3699
N2 19.134 12.921 4.834  -0.3790
H1 19.919 14.959 7.065  0.2259
H2 20.410 13.358 6.700  0.1860
H3 18.320 12.783 4.251  0.2360
H4 19.656 12.191 5.295  0.2324

=====

[3]
Computed, not measured: a structure of composition CH4CsN2O in a non-equilibrium geometry, with ωB97M-V/def2-TZVPD.

LUMO energy (alpha / beta): -7.15 / -13.87 eV
Total charge: +2
Energy relative to the best compared isomer or geometry (same formula, charge and spin): 4.39 kcal per mole
Multiplicity: 2

Each line ends with the Mulliken charge.
Element x y z (Å)
Cs1 1.331 -3.209 1.723  1.0336
C1 0.054 0.166 0.115  0.7451
O1 0.614 -0.490 0.919  -0.4221
N1 0.611 0.508 -1.001  -0.2579
N2 -1.138 0.523 0.330  -0.1862
H1 1.550 0.172 -1.166  0.2755
H2 0.099 0.905 -1.776  0.2513
H3 -1.645 0.966 -0.423  0.2609
H4 -1.474 0.459 1.280  0.2998

=====

[4]
Computed, not measured: a cluster of 2 separate species, CH4F4NP2S2 in total in a non-equilibrium geometry, with ωB97M-V/def2-TZVPD.

LUMO energy (alpha / beta): -5.60 / -9.23 eV
Total charge: +1
Multiplicity: 3

Each line ends with the Mulliken charge.
Element x y z (Å)
C1 0.301 -1.437 0.593  -0.1179
N1 1.497 -1.821 0.590  -0.2143
F1 -0.449 2.057 -0.397  -0.3815
F2 -1.500 -0.186 -0.387  -0.2947
F3 0.460 0.168 -1.514  -0.3264
F4 1.600 0.884 0.224  -0.3703
P1 -0.008 0.376 0.032  1.0995
P2 -0.842 2.521 -2.658  0.5305
S1 -0.290 0.851 2.109  -0.2801
S2 -2.593 1.924 -2.901  0.1771
H1 -0.578 -2.172 0.801  0.3651
H2 2.253 -1.121 0.259  0.2874
H3 1.884 -2.787 0.868  0.2905
H4 -1.736 0.742 2.380  0.2351

=====

[5]
Computed, not measured: a cluster of 2 separate species, CH4FIP2 in total in a non-equilibrium geometry, with ωB97M-V/def2-TZVPD.

LUMO energy (alpha / beta): -1.81 / -2.10 eV
Total charge: 0
Energy relative to the best compared isomer or geometry (same formula, charge and spin): 91.67 kcal per mole

Each line ends with the Mulliken charge.
Element x y z (Å)
C1 -1.103 -1.512 -0.491  -0.2634
F1 -1.879 -2.514 -0.206  -0.1316
P1 0.195 1.193 0.223  -0.0893
P2 0.054 -0.915 0.632  -0.0312
I1 -3.330 0.557 -0.514  -0.3722
H1 -1.157 -1.263 -1.512  0.5785
H2 0.780 0.978 -1.107  0.1020
H3 1.368 1.037 0.959  0.0861
H4 -0.728 -0.717 1.797  0.1212

=====

[6]
Computed, not measured: a cluster of 2 separate species, CH4FN2 in total in a non-equilibrium geometry, with ωB97M-V/def2-TZVPD.

LUMO energy (alpha / beta): -7.86 / -5.52 eV
Total charge: +1
Energy relative to the best compared isomer or geometry (same formula, charge and spin): 133.66 kcal per mole

Each line ends with the Mulliken charge.
Element x y z (Å)
C1 -0.158 0.722 -0.221  0.5205
N1 -0.501 -1.981 0.743  -0.4468
N2 0.719 1.218 -0.969  -0.1410
F1 -0.812 1.365 0.616  -0.0483
H1 0.223 -1.844 1.503  0.2964
H2 -1.414 -2.278 1.107  0.2768
H3 1.103 0.651 -1.650  0.2860
H4 0.839 2.148 -1.130  0.2564

=====

[7]
Computed, not measured: a cluster of 2 separate species, CH4FN2O in total in a non-equilibrium geometry, with ωB97M-V/def2-TZVPD.

LUMO energy (alpha / beta): -4.35 / -10.26 eV
Total charge: +1
Energy relative to the best compared isomer or geometry (same formula, charge and spin): 81.42 kcal per mole
Multiplicity: 3

Each line ends with the Mulliken charge.
Element x y z (Å)
C1 -1.187 -1.105 -0.062  -0.3937
N1 -0.683 0.170 -0.139  0.3612
N2 -0.245 1.188 -0.250  0.3784
O1 0.106 2.264 -0.309  -0.2730
F1 2.552 0.869 0.395  -0.4005
H1 -0.941 -1.406 0.944  0.3056
H2 -2.252 -1.109 -0.322  0.3072
H3 -0.837 -2.007 -0.659  0.3051
H4 3.486 1.137 0.402  0.4097

=====

[8]
Computed, not measured: an isolated molecule of CH4FNP2 in a non-equilibrium geometry, with ωB97M-V/def2-TZVPD.

LUMO energy: -0.40 eV
Total charge: 0
Structure (SMILES): [H]/N=C(/F)[PH2]=P
Energy relative to the best compared isomer or geometry (same formula, charge and spin): 68.85 kcal per mole

Each line ends with the Mulliken charge.
Element x y z (Å)
H1 2.360 -0.854 0.953  0.2666
N1 2.394 0.106 0.544  -0.4956
C1 1.412 0.607 -0.015  0.4130
F1 1.629 1.953 -0.397  -0.2721
P1 -0.445 0.469 -0.460  0.0116
P2 -2.292 1.281 0.100  -0.1099
H2 -0.393 -0.958 -0.586  0.1026
H3 -0.102 1.008 -1.643  0.0843
H4 -2.108 1.015 1.534  -0.0006